--- i ---
Computed, not measured: C10H8O2 as an isolated structure, with ωB97M-V/def2-TZVPD.

Summary:
total charge: 0
gap between HOMO and LUMO: 0.302 Eh
HOMO: -0.294 hartree

Last column: Mulliken charge in e.
CARTESIAN COORDINATES (ANGSTROEM)
C 0.056 0.806 2.191  0.888
C 0.167 1.848 1.303  -1.390
C -0.004 1.510 -0.062  -0.828
C 0.082 0.230 -0.518  0.465
C -0.070 -0.033 -1.895  0.264
C -0.126 -1.312 -2.355  -0.860
C -0.240 -2.327 -1.496  -0.221
C -0.136 -2.120 -0.098  -0.351
C 0.004 -0.797 0.318  0.659
C -0.055 -0.456 1.697  -0.681
H 0.188 2.250 3.699  0.371
H 0.348 2.644 1.590  0.871
H 0.144 2.005 -0.956  0.579
H -0.533 1.552 -3.160  0.285
H -0.195 -1.543 -3.245  0.722
H 0.031 -3.519 -1.592  0.183
H -0.083 -3.119 0.730  0.124
H 0.009 -1.157 2.636  0.152
O 0.073 1.003 3.600  -0.650
O 0.180 1.098 -2.877  -0.583

=====

--- ii ---
Computed, not measured: one molecule with the formula C10H8O2, with ωB97M-V/def2-TZVPD.

Summary:
SMILES: CC1C(=O)c2ccccc2C1=O
total charge: 0
gap between HOMO and LUMO: 0.345 Eh
HOMO: -0.359 hartree

Last column: Mulliken charge in e.
CARTESIAN COORDINATES (ANGSTROEM)
C 0.031 2.342 1.771  -1.258
C 0.699 0.962 1.465  0.485
C 0.989 1.135 -0.019  0.104
C 0.303 0.015 -0.778  0.375
C 0.134 -0.131 -2.102  -0.307
C -0.823 -1.071 -2.606  -0.531
C -1.153 -2.196 -1.731  -0.265
C -0.761 -2.147 -0.304  -0.399
C -0.095 -0.974 0.207  0.313
C -0.015 -0.317 1.550  0.131
H 0.707 3.275 1.425  0.319
H -0.931 2.635 1.252  0.329
H -0.162 2.484 2.909  0.300
H 1.648 0.749 1.941  0.342
H 0.521 0.549 -2.866  0.408
H -0.880 -1.012 -3.769  0.283
H -1.948 -3.105 -1.938  0.232
H -1.136 -2.845 0.533  0.315
O 1.473 2.158 -0.475  -0.607
O -0.683 -0.712 2.449  -0.569

=====

Most stable of them? ii.

=====

--- i ---
Computed, not measured: an isolated ion of composition H3NO4P and charge -1, with ωB97M-V/def2-TZVPD.

Summary:
SMILES: N[P@](=O)([O-])OO
total charge: -1
gap between HOMO and LUMO: 0.335 Eh
HOMO: -0.173 hartree

Last column: Mulliken charge in e.
CARTESIAN COORDINATES (ANGSTROEM)
N 0.835 -1.101 -0.061  -0.495
O -0.779 0.244 1.408  -0.738
O -1.708 -1.169 -0.524  -0.718
O 0.189 2.026 -0.082  -0.429
O -0.389 1.103 -0.918  -0.250
P -0.690 -0.266 -0.003  0.825
H 0.960 -1.732 -0.852  0.186
H 1.659 -0.589 0.220  0.200
H -0.077 1.484 0.813  0.420

=====

--- ii ---
Computed, not measured: a 2-piece molecular cluster, H3NO4P overall, with ωB97M-V/def2-TZVPD.

Summary:
total charge: -1
gap between HOMO and LUMO: 0.317 Eh
HOMO: -0.167 hartree

Last column: Mulliken charge in e.
CARTESIAN COORDINATES (ANGSTROEM)
N -0.609 -1.154 -0.072  -0.749
O 1.837 0.139 -1.472  -0.654
O 2.752 -1.221 0.611  -0.588
O 0.876 2.009 0.308  -0.336
O 1.580 0.985 0.982  -0.150
P 1.763 -0.286 -0.017  0.749
H -0.253 -2.113 -0.088  0.171
H -0.710 -0.976 -1.098  0.196
H 0.664 1.598 -0.566  0.361

=====

Most stable of them? i.

=====

--- i ---
Computed, not measured: one molecule with the formula C2H5N3O2S, with ωB97M-V/def2-TZVPD.

Summary:
SMILES: NC(=O)N(S)C(N)=O
total charge: 0
gap between HOMO and LUMO: 0.369 Eh
HOMO: -0.355 hartree

Last column: Mulliken charge in e.
CARTESIAN COORDINATES (ANGSTROEM)
C -0.042 -0.555 -1.221  0.700
C 0.954 0.234 0.943  0.463
H -1.162 -0.782 -2.840  0.322
H -2.034 -0.131 -1.626  0.281
H -1.626 -0.277 1.647  0.180
H 2.274 -0.589 -0.488  0.332
H 2.825 -0.309 1.179  0.249
N -1.241 -0.802 -1.728  -0.513
N -0.110 0.248 -0.100  -0.127
N 2.167 -0.080 0.405  -0.410
O 1.003 -0.974 -1.757  -0.710
O 0.734 0.487 2.123  -0.553
S -1.585 0.772 0.677  -0.214

=====

--- ii ---
Computed, not measured: one molecule with the formula C2H5N3O2S, with ωB97M-V/def2-TZVPD.

Summary:
SMILES: NNC(=O)S/C=N\O
total charge: 0
gap between HOMO and LUMO: 0.363 Eh
HOMO: -0.357 hartree

Last column: Mulliken charge in e.
CARTESIAN COORDINATES (ANGSTROEM)
C 0.875 0.810 -0.191  0.513
C -1.638 0.718 -0.346  0.125
H 1.555 -1.929 0.516  0.276
H 1.976 -1.345 -1.014  0.320
H 2.722 0.769 1.121  0.328
H -1.187 1.703 -0.961  0.252
H -2.693 -1.134 0.990  0.334
N 2.259 -1.162 -0.009  -0.702
N 2.067 0.127 0.273  -0.089
N -2.874 0.658 0.136  -0.351
O 0.679 1.994 -0.098  -0.497
O -3.321 -0.714 0.182  -0.383
S -0.421 -0.493 -0.601  -0.128

=====

--- iii ---
Computed, not measured: C2H5N3O2S as an isolated structure, with ωB97M-V/def2-TZVPD.

Summary:
total charge: 0
gap between HOMO and LUMO: 0.335 Eh
HOMO: -0.342 hartree

Last column: Mulliken charge in e.
CARTESIAN COORDINATES (ANGSTROEM)
C 0.562 1.041 -0.009  0.569
C -1.919 0.837 -0.290  -0.048
H 0.956 -1.818 -0.750  0.368
H 1.890 -1.662 1.032  0.300
H 2.526 0.641 -0.100  0.264
H -1.555 -1.315 0.297  0.248
H -1.796 1.923 -0.264  0.336
N 1.846 -1.212 -0.167  -0.779
N 1.605 0.237 -0.159  -0.019
N -0.697 0.276 -0.058  0.139
O 0.505 2.257 0.219  -0.587
O -0.602 -1.138 0.249  -0.378
S -3.322 -0.066 0.000  -0.413

=====

Most stable of them? i.